*one*
The following is a quantum chemistry calculation of C24H56N8O8 as an isolated structure, from the Open Molecules 2025 dataset.

Properties
- LUMO level (eV) = -0.507
- highest occupied orbital energy (eV) = -7.1

Element x y z (Å)
1 C 5.456 0.507 1.160
2 O 5.919 1.521 0.622
3 N 4.211 0.108 0.989
4 C 3.668 -1.081 1.645
5 C 3.294 0.809 0.039
6 H 5.960 -0.112 1.919
7 H 3.508 -1.813 0.854
8 H 2.705 -0.843 2.097
9 H 4.218 -1.531 2.472
10 H 2.387 1.178 0.518
11 H 3.765 1.505 -0.656
12 H 2.929 0.009 -0.605
13 C -1.648 -3.451 -1.239
14 O -0.932 -2.423 -1.221
15 N -2.362 -3.986 -0.189
16 C -3.041 -5.290 -0.320
17 C -2.536 -3.308 1.141
18 H -1.595 -4.193 -2.051
19 H -2.503 -6.001 0.306
20 H -3.099 -5.677 -1.337
21 H -4.052 -5.313 0.088
22 H -1.635 -3.232 1.749
23 H -2.878 -2.280 1.022
24 H -3.245 -3.770 1.827
25 C -3.373 -1.143 4.764
26 O -4.531 -1.121 5.151
27 N -3.034 -1.241 3.495
28 C -1.643 -1.145 3.089
29 C -3.898 -1.339 2.361
30 H -2.541 -1.136 5.485
31 H -0.961 -1.235 3.934
32 H -1.450 -0.170 2.643
33 H -1.337 -2.007 2.496
34 H -4.919 -1.554 2.679
35 H -3.948 -0.452 1.730
36 H -3.765 -2.248 1.775
37 C 0.176 2.634 -3.365
38 O 1.099 3.475 -3.458
39 N -0.192 2.235 -2.148
40 C 0.445 2.652 -0.906
41 C -1.347 1.405 -2.000
42 H -0.354 2.247 -4.248
43 H 0.578 3.727 -0.781
44 H 1.392 2.158 -0.685
45 H -0.173 2.500 -0.021
46 H -2.265 1.701 -2.506
47 H -0.954 0.424 -2.263
48 H -1.632 1.537 -0.956
49 C -4.853 0.540 -0.063
50 O -4.813 0.381 1.128
51 N -3.821 0.184 -0.878
52 C -3.980 0.407 -2.270
53 C -2.643 -0.549 -0.424
54 H -5.733 0.976 -0.560
55 H -4.837 1.019 -2.552
56 H -4.290 -0.536 -2.721
57 H -3.229 0.694 -3.005
58 H -2.762 -0.867 0.611
59 H -2.483 -1.474 -0.979
60 H -1.780 0.104 -0.555
61 C 0.962 2.130 1.693
62 O -0.177 2.531 1.315
63 N 2.041 2.881 1.667
64 C 3.270 2.493 2.335
65 C 2.123 4.232 1.177
66 H 1.117 1.096 2.036
67 H 3.336 3.094 3.243
68 H 4.237 2.689 1.871
69 H 3.107 1.433 2.526
70 H 1.295 4.441 0.500
71 H 2.256 4.935 1.999
72 H 2.994 4.547 0.603
73 C 4.391 0.580 -4.096
74 O 4.749 1.508 -4.771
75 N 3.378 0.624 -3.190
76 C 2.857 -0.562 -2.583
77 C 2.632 1.796 -2.729
78 H 4.739 -0.464 -4.134
79 H 1.874 -0.919 -2.890
80 H 2.796 -0.446 -1.501
81 H 3.450 -1.473 -2.657
82 H 3.091 2.719 -3.083
83 H 1.618 1.881 -3.120
84 H 2.481 1.754 -1.650
85 C 0.037 -0.872 -1.456
86 O 0.887 -0.418 -2.237
87 N 0.015 -0.575 -0.168
88 C -1.066 -1.069 0.663
89 C 1.161 0.027 0.569
90 H -0.799 -1.554 -1.677
91 H -0.626 -1.890 1.230
92 H -1.905 -1.507 0.124
93 H -1.394 -0.328 1.391
94 H 1.157 -0.084 1.654
95 H 2.055 -0.442 0.158
96 H 1.220 1.097 0.366



*two*
The following is a quantum chemistry calculation of a 8-piece molecular cluster, C24H56N8O8 overall, from the Open Molecules 2025 dataset.

Properties
- SMILES = CNC(C)=O.CNC(C)=O.CNC(C)=O.CNC(C)=O.CNC(C)=O.CNC(C)=O.CNC(C)=O.CNC(C)=O
- LUMO level (eV) = -0.028
- highest occupied orbital energy (eV) = -8.7

Element x y z (Å)
1 C -1.417 -1.911 5.032
2 C -2.176 -3.169 4.671
3 O -2.457 -4.031 5.488
4 N -2.498 -3.266 3.360
5 C -3.235 -4.401 2.853
6 H -0.547 -1.804 4.380
7 H -1.093 -1.926 6.066
8 H -2.050 -1.034 4.873
9 H -2.154 -2.558 2.725
10 H -3.202 -4.384 1.765
11 H -4.269 -4.397 3.194
12 H -2.756 -5.326 3.181
13 C -0.573 0.603 0.327
14 C -0.699 -0.837 0.748
15 O -1.664 -1.247 1.413
16 N 0.268 -1.659 0.330
17 C 0.223 -3.076 0.576
18 H -1.466 0.912 -0.210
19 H 0.298 0.758 -0.309
20 H -0.493 1.235 1.211
21 H 1.075 -1.282 -0.160
22 H 0.740 -3.338 1.515
23 H 0.719 -3.630 -0.216
24 H -0.799 -3.417 0.712
25 C 1.714 2.556 -2.557
26 C 1.575 1.847 -3.882
27 O 1.409 2.462 -4.921
28 N 1.649 0.491 -3.828
29 C 1.528 -0.349 -4.971
30 H 0.790 3.103 -2.352
31 H 2.476 3.332 -2.628
32 H 1.950 1.900 -1.718
33 H 1.841 0.026 -2.953
34 H 1.873 0.140 -5.880
35 H 0.499 -0.684 -5.135
36 H 2.107 -1.265 -4.839
37 C -3.915 0.491 -0.443
38 C -4.050 1.368 0.774
39 O -4.553 2.492 0.692
40 N -3.647 0.855 1.948
41 C -3.902 1.535 3.191
42 H -3.350 1.023 -1.208
43 H -4.927 0.335 -0.813
44 H -3.440 -0.461 -0.216
45 H -3.107 -0.001 1.950
46 H -3.377 2.494 3.231
47 H -3.543 0.932 4.022
48 H -4.968 1.722 3.317
49 C 2.240 -4.963 -2.801
50 C 2.068 -4.754 -4.290
51 O 1.253 -3.991 -4.760
52 N 2.892 -5.523 -5.064
53 C 2.786 -5.570 -6.490
54 H 1.742 -4.168 -2.257
55 H 3.299 -5.019 -2.534
56 H 1.811 -5.921 -2.498
57 H 3.590 -6.063 -4.584
58 H 2.837 -6.603 -6.841
59 H 3.579 -5.007 -6.982
60 H 1.806 -5.190 -6.765
61 C -1.417 4.242 0.614
62 C -1.939 4.604 -0.765
63 O -1.196 5.077 -1.612
64 N -3.252 4.350 -0.970
65 C -3.913 4.631 -2.227
66 H -2.051 3.524 1.138
67 H -1.324 5.132 1.237
68 H -0.408 3.861 0.476
69 H -3.756 3.801 -0.279
70 H -4.385 5.616 -2.238
71 H -4.633 3.842 -2.437
72 H -3.180 4.646 -3.037
73 C 4.459 -1.812 -2.501
74 C 3.631 -1.358 -1.309
75 O 2.457 -1.016 -1.435
76 N 4.254 -1.441 -0.114
77 C 3.607 -1.201 1.147
78 H 4.372 -2.893 -2.594
79 H 5.507 -1.614 -2.249
80 H 4.188 -1.270 -3.398
81 H 5.153 -1.892 -0.133
82 H 2.739 -0.572 0.984
83 H 4.288 -0.699 1.831
84 H 3.276 -2.128 1.623
85 C 1.643 6.271 3.942
86 C 1.186 4.879 3.574
87 O 1.336 4.434 2.452
88 N 0.576 4.173 4.568
89 C 0.209 2.787 4.455
90 H 1.178 7.004 3.291
91 H 2.726 6.306 3.821
92 H 1.447 6.514 4.989
93 H 0.516 4.584 5.483
94 H 0.609 2.391 3.523
95 H -0.875 2.663 4.474
96 H 0.662 2.174 5.239



If we sort the structures by their calculated energies, the order from most to least stable is *two*, *one*.



*one*
The following is a quantum chemistry calculation of an isolated ion of composition C5H15N3 and charge +2, from the Open Molecules 2025 dataset.

Properties
- SMILES = C[C@@H]([NH3+])C/C([NH3+])=C/N
- charge = +2
- LUMO level (eV) = -6.631
- highest occupied orbital energy (eV) = -16.0

Element x y z (Å)
1 C 0.014 0.692 -1.770
2 C -1.036 0.475 -0.738
3 C -0.697 -0.776 0.248
4 C 0.525 -0.417 1.101
5 C 0.888 0.897 1.342
6 N 2.147 1.331 1.565
7 N 1.275 -1.603 1.580
8 N -2.431 -0.091 -1.616
9 H 0.870 -0.147 -1.725
10 H 0.358 1.736 -1.581
11 H -0.445 0.640 -2.850
12 H -1.424 1.298 -0.252
13 H -0.317 -1.579 -0.373
14 H -1.586 -1.206 0.837
15 H 0.094 1.778 1.274
16 H 2.854 0.662 1.718
17 H 2.474 2.352 1.443
18 H 1.010 -2.529 1.191
19 H 2.277 -1.456 1.535
20 H 1.239 -1.487 2.601
21 H -2.066 -0.403 -2.643
22 H -3.090 0.784 -1.762
23 H -2.932 -0.947 -1.124



*two*
The following is a quantum chemistry calculation of a 2-piece molecular cluster, C5H15N3 overall, from the Open Molecules 2025 dataset.

Properties
- charge = +2
- LUMO level (spin up / spin down) (eV) = -11.431 / -11.451
- highest occupied orbital energy (spin up / spin down) (eV) = -18.5 / -18.5

Element x y z (Å)
1 C 0.352 -1.535 1.038
2 C 2.755 -0.616 0.747
3 C 0.037 0.992 1.257
4 C -2.930 1.041 -0.642
5 C -0.068 0.176 -2.032
6 N 1.445 -1.006 0.295
7 N 0.220 -0.229 0.351
8 N -0.633 -0.244 -0.807
9 H -0.157 -2.349 0.492
10 H 0.254 -1.716 2.036
11 H 2.695 0.137 1.495
12 H 3.148 -1.556 1.325
13 H 3.348 -0.330 -0.081
14 H 0.442 1.974 0.761
15 H -1.060 1.204 1.246
16 H 0.406 0.843 2.259
17 H -2.733 1.529 0.304
18 H -2.933 1.733 -1.438
19 H -3.643 0.176 -0.738
20 H 0.799 -0.570 -2.162
21 H -0.897 0.169 -2.798
22 H 0.448 1.208 -2.033
23 H -1.297 -1.030 -0.875



If we sort the structures by their calculated energies, the order from most to least stable is *one*, *two*.



*one*
The following is a quantum chemistry calculation of CH2N2O2Si as an isolated structure, from the Open Molecules 2025 dataset.

Properties
- LUMO level (spin up / spin down) (eV) = -2.284 / -1.793
- highest occupied orbital energy (spin up / spin down) (eV) = -10.6 / -9.8

Element x y z (Å)
1 C 0.355 1.394 0.736
2 N 0.489 1.905 1.786
3 N 0.026 -1.214 0.226
4 O 1.292 -1.216 0.280
5 O -0.711 -2.080 0.518
6 Si 0.005 0.440 -0.809
7 H 1.024 0.752 -1.768
8 H -2.479 0.019 -0.968



*two*
The following is a quantum chemistry calculation of one molecule with the formula CH2N2O2Si, from the Open Molecules 2025 dataset.

Properties
- SMILES = N#C[SiH2][N+](=O)[O-]
- LUMO level (eV) = -0.950
- highest occupied orbital energy (eV) = -11.7

Element x y z (Å)
1 C -0.230 2.273 0.139
2 N -0.519 3.182 0.752
3 N 2.061 0.029 -0.065
4 O 2.392 -1.140 0.075
5 O 2.826 0.970 0.153
6 Si 0.381 0.602 -0.559
7 H 0.219 0.968 -2.052
8 H -0.409 -0.221 0.315



If we sort the structures by their calculated energies, the order from most to least stable is *two*, *one*.